The following is a quantum chemistry calculation of 3 unconnected molecules or ions with the total composition C17H32BF3N3O6 in a non-equilibrium geometry, from the OMol25 dataset.

Geometry as ORCA input:
```
! wB97M-V def2-TZVPD RIJCOSX def2/J DEFGRID3
* xyz 1 1
C 3.68 -4.70 1.35
C 3.22 -3.63 1.75
C 2.61 -2.21 2.08
C 1.77 -1.79 0.80
N 2.39 -0.92 -0.09
C 1.44 -0.74 -1.15
C 0.26 -1.55 -0.81
C -1.02 -1.67 -1.73
C -0.68 -2.84 -2.80
O -1.86 -3.50 -3.27
C 0.30 -2.36 -3.95
F -0.13 -2.90 -5.16
F 0.38 -0.98 -4.11
F 1.61 -2.79 -3.63
N 0.48 -2.21 0.45
B -0.40 -3.17 1.23
N -0.94 -2.88 2.59
O -0.66 -4.42 0.57
H 3.85 -5.58 0.67
H 1.98 -2.26 3.01
H 3.45 -1.47 2.29
H 3.34 -0.56 0.04
H 1.57 -0.13 -2.08
H -1.23 -0.68 -2.26
H -1.91 -1.99 -1.10
H -0.11 -3.62 -2.19
H -1.95 -4.31 -2.72
H -0.10 -2.89 3.21
H -1.34 -1.93 2.58
H 0.04 -5.01 0.94
C -1.00 2.92 6.44
O -2.00 2.01 6.90
C -2.96 1.69 5.89
C -2.64 0.36 5.22
O -1.41 0.42 4.49
C -0.33 -0.13 5.23
H -0.15 2.86 7.11
H -0.66 2.68 5.43
H -1.40 3.94 6.46
H -3.03 2.50 5.16
H -3.92 1.61 6.39
H -3.43 0.15 4.49
H -2.63 -0.46 5.94
H -0.35 -1.22 5.16
H -0.35 0.17 6.28
H 0.60 0.24 4.79
C 2.05 4.32 -5.28
O 1.32 4.25 -4.06
C -0.02 4.71 -4.19
C -1.00 3.56 -4.36
O -0.77 2.85 -5.58
C 0.01 1.67 -5.38
H 2.92 3.67 -5.20
H 1.45 3.99 -6.13
H 2.39 5.34 -5.45
H -0.10 5.42 -5.02
H -0.27 5.24 -3.27
H -2.01 3.96 -4.42
H -0.96 2.88 -3.50
H -0.63 0.87 -5.01
H 0.83 1.84 -4.69
H 0.42 1.38 -6.35
*
```

Highest occupied orbital energy = -11.05 eV
Gap between HOMO and LUMO = 7.29 eV
Calculated total energy = -1606.7472 hartree
LUMO energy = -3.752 eV

List of Mulliken charges in e, atom by atom: -0.068 -0.275 -0.654 -0.203 0.070 -0.399 0.117 -0.588 -0.049 -0.569 0.645 -0.250 -0.136 -0.262 0.497 0.194 -0.446 -0.493 0.346 0.072 0.416 0.280 0.552 0.263 0.298 0.352 0.402 0.249 0.322 0.331 -0.692 -0.381 -0.571 -0.475 -0.344 -0.783 0.253 0.278 0.328 0.329 0.389 0.355 0.364 0.294 0.410 0.242 -0.746 -0.396 -0.481 -0.305 -0.396 -0.798 0.245 0.332 0.329 0.315 0.378 0.403 0.142 0.341 0.293 0.331